Here is 7 unconnected molecules or ions with the total composition C30H65N3O19PS at a distorted geometry from the OMol25 dataset. Energies are from ωB97M-V with the def2-TZVPD basis set.

Geometry as XYZ:
```
119
Properties=species:S:1:pos:R:3:forces:R:3:lowdin_charge:R:1
C -1.387577 -3.914215 -1.776740 -0.1153 -0.0808 -0.2004 -0.058
C 0.009692 -3.362290 -1.556704 0.1192 -0.3087 0.0982 -0.370
C 0.963727 -4.489707 -1.130962 -0.3207 0.1553 -0.1895 -0.060
C 0.164262 -2.042955 -0.778819 0.1696 -0.7898 0.2364 -0.073
C -0.479389 -1.714510 0.576258 -0.7146 1.3983 -0.0071 -0.307
C -1.996785 -1.880213 0.696268 -0.1839 -0.2026 -0.6712 -0.089
C -2.811351 -1.189178 -0.421840 -0.5209 0.0202 0.4404 -0.238
N -3.353516 0.130294 -0.123317 0.3704 -0.1209 -0.4606 0.035
C -0.181920 -0.204696 0.785638 1.0205 0.1008 0.5607 -0.252
C 1.326933 0.155917 0.734743 0.2219 0.2096 -1.1032 -0.186
N 1.760306 0.774279 -0.530397 -0.0890 -0.1581 0.4913 0.046
O -0.773183 0.285610 1.974128 -0.1642 -0.3398 0.0029 -0.095
C -0.211149 -0.274012 3.136132 -0.3612 0.1075 -0.0480 -0.222
C -0.173028 -1.807371 3.100292 0.9947 0.0871 0.2621 -0.388
P 1.056297 -2.299877 4.415828 -0.6532 1.2094 1.7028 0.398
S 0.437057 -1.616488 6.133563 0.0702 -0.3700 -0.4376 0.210
N 0.173546 -2.408044 1.754637 -0.2147 -0.9514 0.5271 -0.037
C -0.111043 -3.890706 1.817453 0.3923 -0.1760 -0.0835 0.025
H -1.820088 -4.425779 -0.920276 0.0125 -0.0146 0.2695 0.078
H -2.089861 -3.176222 -2.142384 -0.0829 0.1998 0.0520 0.060
H -1.316121 -4.656479 -2.565501 -0.0467 -0.2667 -0.1031 0.093
H 0.356987 -3.111197 -2.553693 0.0709 0.4128 -0.2038 0.131
H 0.477833 -5.212702 -0.489356 0.0184 -0.1393 0.3461 0.065
H 1.243694 -5.046839 -2.015372 0.1907 -0.1493 -0.1773 0.089
H 1.872048 -4.107274 -0.674901 0.2012 -0.0366 0.1410 0.080
H 1.236594 -1.895866 -0.667839 0.2371 0.0862 0.0096 0.120
H -0.149954 -1.249143 -1.443565 -0.2671 0.1887 -0.1386 0.098
H -2.291243 -2.920513 0.667346 0.1583 -0.3350 0.0296 0.102
H -2.373676 -1.487310 1.633019 0.1511 0.1019 0.2840 0.121
H -3.660403 -1.841043 -0.604755 -0.1161 -0.2186 -0.1347 0.114
H -2.259903 -1.154127 -1.352275 0.0699 0.1133 -0.2207 0.091
H -3.530074 0.287599 0.857266 0.0841 0.1188 0.0132 0.077
H -2.782621 0.860090 -0.522524 -0.0868 0.2157 0.3021 0.053
H -0.653957 0.336265 -0.017644 -0.3119 0.1233 -0.2267 0.142
H 1.982705 -0.706155 0.888172 -0.0300 -0.1418 0.2315 0.106
H 1.575915 0.869557 1.505283 -0.0887 0.0845 0.3855 0.113
H 1.175511 0.506559 -1.308047 0.0539 0.1034 -0.0902 0.038
H 1.769272 1.781573 -0.437682 -0.0554 -0.0044 -0.1986 0.080
H -0.872218 -0.010301 3.948560 -0.1018 0.0848 0.2451 0.123
H 0.751232 0.168782 3.392096 0.3328 -0.0055 -0.2231 0.111
H -1.122873 -2.170865 3.460839 -0.3344 -0.3915 -0.3330 0.121
H 1.253753 -3.692229 4.393972 0.2079 0.0699 -0.5415 -0.007
H 2.223824 -1.606191 4.036059 0.1499 -0.6300 -0.5713 0.003
H 1.186996 -2.339997 1.649934 -0.0067 0.3317 -0.2389 0.155
H -0.691573 -4.202813 0.968048 -0.2331 0.0814 -0.1616 0.072
H 0.826108 -4.427391 1.783994 0.2509 -0.0612 -0.0066 0.106
H -0.610337 -4.152265 2.738605 -0.2668 0.1260 0.1118 0.103
C -4.205364 -5.231682 -4.101602 -1.0360 -2.2173 3.1675 -0.094
O -4.525561 -6.062810 -5.213509 0.0397 0.3080 -0.0132 0.035
C -3.598040 -6.989963 -5.475084 0.1833 -0.3544 -0.2443 -0.604
O -2.570534 -7.142101 -4.863170 -0.1048 0.1317 -0.0083 0.128
O -4.003311 -7.700821 -6.520906 -0.0207 0.1578 0.1806 0.019
C -3.103062 -8.739973 -6.920976 0.0925 -0.2082 -0.1403 -0.026
H -5.020523 -4.521963 -3.989393 -0.0383 0.0384 -0.1162 0.134
H -4.117753 -5.823430 -3.191404 -0.2157 -0.2273 0.0411 0.120
H -3.278806 -4.688236 -4.285823 -0.2669 -2.4687 3.6648 0.027
H -2.970114 -9.461978 -6.118231 0.0462 0.0595 0.0494 0.100
H -2.141723 -8.322998 -7.213534 0.0186 0.0234 0.0849 0.099
H -3.560634 -9.228772 -7.775218 -0.0986 0.0872 0.0153 0.097
C -0.138362 3.487602 2.269446 -0.0686 0.0497 0.0606 -0.031
O 0.932222 4.271650 1.742114 0.0169 -0.0868 -0.0240 -0.003
C 0.734736 5.595075 1.822609 0.0739 0.0792 -0.0594 -0.615
O -0.242493 6.121509 2.286631 0.0921 0.0005 -0.0135 0.126
O 1.795483 6.199637 1.299923 -0.0563 -0.0926 0.0339 0.011
C 1.747492 7.633017 1.318017 0.0436 0.2066 -0.0398 -0.014
H 0.146661 2.452470 2.142127 0.1047 -0.0396 -0.0640 0.054
H -0.286653 3.691941 3.328957 -0.0609 0.1005 -0.0291 0.107
H -1.061258 3.672390 1.721385 -0.0266 0.0794 0.0644 0.106
H 1.700775 8.004271 2.338739 -0.0522 -0.0172 0.0255 0.080
H 0.896866 7.994922 0.744038 -0.0610 -0.0338 0.0660 0.103
H 2.668154 7.974297 0.855849 0.0338 -0.1195 -0.0157 0.098
C 4.931504 -3.360058 5.396925 -0.2222 -0.0484 0.2140 -0.046
O 6.120042 -3.468530 4.620799 -0.0105 0.1610 -0.1220 0.019
C 6.071717 -2.771429 3.484141 0.1406 -0.1504 -0.0227 -0.620
O 5.117924 -2.138052 3.092059 -0.0501 -0.0347 -0.0187 0.085
O 7.231568 -2.907252 2.857961 -0.0996 0.0333 0.0579 0.019
C 7.330428 -2.209524 1.611398 0.1095 0.0731 -0.1754 -0.028
H 5.056459 -3.977566 6.280729 0.1736 -0.0533 -0.0727 0.101
H 4.764590 -2.327999 5.701446 -0.0446 0.0167 -0.0515 0.101
H 4.081325 -3.723374 4.817940 -0.0402 0.0380 0.0440 0.074
H 7.213118 -1.138489 1.761039 -0.0858 -0.0064 0.0173 0.100
H 6.585650 -2.575003 0.907220 -0.0632 0.0348 0.0410 0.095
H 8.323595 -2.413829 1.224871 0.0206 -0.0711 0.1044 0.098
C -2.861531 -3.616026 -5.573548 0.2889 1.4948 -2.6853 -0.044
O -2.475131 -2.710574 -4.529842 -0.0934 -0.0423 0.0395 0.006
C -1.582528 -1.791859 -4.906132 0.0280 -0.0869 -0.2554 -0.604
O -1.096488 -1.676460 -5.996407 -0.0181 0.0434 0.2455 0.157
O -1.314489 -1.019351 -3.844422 0.0069 0.0604 0.2224 -0.037
C -0.357599 0.020548 -4.086537 0.1426 0.1249 0.0991 -0.024
H -3.583401 -4.300579 -5.136895 0.7733 3.0677 -3.9524 -0.022
H -3.326262 -3.076335 -6.395266 0.2978 0.2415 -0.1532 0.126
H -2.000788 -4.175961 -5.932755 0.1283 0.0271 -0.0552 0.130
H -0.706588 0.719640 -4.842308 -0.0300 -0.0796 -0.0564 0.106
H 0.607507 -0.396347 -4.368624 -0.0423 -0.0549 -0.1353 0.105
H -0.253139 0.551069 -3.142051 -0.1135 0.0302 0.0222 0.076
C -3.703725 2.127932 -3.109425 -0.1155 -0.1718 0.0991 -0.041
O -2.598363 2.843721 -3.659116 0.2026 -0.0705 -0.0518 -0.016
C -2.807862 4.153593 -3.839381 -0.0193 0.0779 -0.0142 -0.620
O -3.821003 4.742870 -3.575867 0.0579 -0.0732 0.0018 0.137
O -1.698625 4.680850 -4.354686 -0.0209 -0.0907 0.0386 0.001
C -1.778273 6.088568 -4.607182 0.0788 0.2054 -0.0718 -0.032
H -3.397370 1.085343 -3.056660 0.0808 0.0182 -0.0497 0.077
H -3.936254 2.485557 -2.107587 -0.0865 0.0831 -0.0465 0.093
H -4.581241 2.209614 -3.746985 -0.0225 0.1052 0.0295 0.104
H -1.957587 6.634227 -3.683127 -0.0914 -0.0273 0.0001 0.098
H -2.564141 6.304660 -5.327338 -0.0685 -0.0136 0.0618 0.100
H -0.817874 6.380468 -5.020830 0.0339 -0.1216 0.0093 0.094
C 4.145378 10.250931 7.115346 0.1534 0.0932 0.0942 -0.037
O 3.384375 9.953879 5.941004 -0.0431 -0.0329 -0.0310 0.004
C 2.325674 9.173490 6.155959 0.0309 0.0285 -0.0212 -0.621
O 1.983606 8.718965 7.215869 0.0160 0.0110 -0.0606 0.127
O 1.708658 8.979680 4.987093 0.0313 0.0024 -0.0266 -0.005
C 0.541517 8.157057 5.065640 -0.2125 -0.0931 -0.0954 -0.038
H 4.965909 10.886340 6.796142 -0.0454 -0.0068 -0.1151 0.094
H 3.536388 10.783262 7.842857 -0.0431 -0.0771 0.0291 0.099
H 4.542721 9.339042 7.556349 -0.0817 -0.0224 0.0403 0.097
H -0.208695 8.608775 5.711337 0.0667 -0.0203 0.1030 0.101
H 0.795430 7.161853 5.426573 0.0075 0.0325 0.1016 0.100
H 0.145222 8.079053 4.057745 0.0728 0.0510 -0.0340 0.072
```
Positions in Å, forces in eV/Å.

## Properties
**Charge**: +1
**Multiplicity**: 1
**Molecular weight**: 834.9 g mol⁻¹
**E**: -3515.12672 hartree
**HOMO**: -12.023 eV
**HOMO-LUMO gap**: 0.3451 hartree